Entry 1:
DFT (ωB97M-V/def2-TZVPD) results for a 3-piece molecular cluster, C3H8N2O2 overall at a distorted geometry.

As for the HOMO-LUMO gap: 9.96 eV. Its lowest unoccupied orbital energy is 0.3777 eV. For the energy relative to the best compared isomer or geometry (same formula, charge and spin), the calculation gives 296.74 kJ/mol. For the energy, the calculation gives -10313.87680 eV.

Structure (ORCA input):
```
! RIJCOSX wB97M-V def2-TZVPD def2/J DEFGRID3
* xyz 0 1
N 2.52642 0.81522 -0.02840
C -0.37468 0.99688 0.22818
O 0.11136 2.08932 0.39142
N 0.10006 -0.18393 -0.27705
C -0.83574 -1.24174 -0.03721
C -2.10438 -0.56301 0.48388
O -1.74240 0.78012 0.73700
H 2.29180 1.80954 -0.06743
H 3.35914 0.70921 -0.68287
H 1.08877 -0.40070 -0.50839
H -0.48642 -1.97145 0.69395
H -1.01599 -1.72460 -0.98729
H -2.44058 -1.05726 1.39963
H -2.86882 -0.70106 -0.28908
H 2.35176 0.55232 1.34119
*
```

Entry 2:
DFT (ωB97M-V/def2-TZVPD) results for one molecule with the formula C3H8N2O2 at a distorted geometry.

As for the HOMO-LUMO gap: 9.58 eV. As for the SMILES: NCC(=O)NCO. Its lowest unoccupied orbital energy is 0.5967 eV. For the energy relative to the best compared isomer or geometry (same formula, charge and spin), the calculation gives 113.21 kJ/mol. For the energy, the calculation gives -10315.77898 eV.

Structure (ORCA input):
```
! RIJCOSX wB97M-V def2-TZVPD def2/J DEFGRID3
* xyz 0 1
N -2.37005 -0.60648 -0.64483
C -0.98063 -0.33240 -0.59004
C -0.64461 0.65030 0.51989
O -1.53817 1.16842 1.15842
N 0.65789 1.02900 0.73944
C 1.78755 0.31740 0.19855
O 1.70465 -1.07213 0.50811
H -2.58222 -1.44105 -1.16754
H -2.96374 0.17298 -0.84554
H -0.53938 0.07183 -1.52242
H -0.38277 -1.22323 -0.41262
H 0.78617 1.53068 1.60097
H 1.80002 0.48110 -0.88141
H 2.69115 0.69512 0.66542
H 2.57415 -1.44153 0.67360
*
```

Entry 3:
DFT (ωB97M-V/def2-TZVPD) results for one molecule with the formula C3H8N2O2 at a distorted geometry.

As for the HOMO-LUMO gap (alpha / beta): 8.64 / 8.64 eV. As for the SMILES: CN(CO)CN=O. Its lowest unoccupied orbital energy (alpha / beta) is 0.2398 / 0.2405 eV. For the energy relative to the best compared isomer or geometry (same formula, charge and spin), the calculation gives 494.17 kJ/mol. For the energy, the calculation gives -10311.83062 eV.

Structure (ORCA input):
```
! RIJCOSX wB97M-V def2-TZVPD def2/J DEFGRID3
* xyz 0 1
C -0.24337 -1.16965 -0.71571
N 0.07964 0.18350 -0.31796
C -1.08771 0.84707 0.65223
O -2.27360 0.79121 -0.03371
C 1.18023 0.28471 0.59644
N 2.40572 0.20289 -0.28425
O 2.51387 -0.55776 -1.20707
H 0.17563 -1.98981 -0.11304
H -1.32187 -1.34376 -0.71206
H 0.11943 -1.33814 -1.72925
H -1.26753 0.35438 1.61526
H -0.72885 1.87574 0.76787
H -2.12418 1.11687 -0.93165
H 1.29961 -0.52010 1.34018
H 1.27301 1.26285 1.07274
*
```

Entry 4:
DFT (ωB97M-V/def2-TZVPD) results for one molecule with the formula C3H8N2O2 at a distorted geometry.

As for the HOMO-LUMO gap: 8.90 eV. As for the SMILES: CN(N)[C@]1(O)CO1. Its lowest unoccupied orbital energy is 0.9330 eV. For the energy relative to the best compared isomer or geometry (same formula, charge and spin), the calculation gives 414.64 kJ/mol. For the energy, the calculation gives -10312.65481 eV.

Structure (ORCA input):
```
! RIJCOSX wB97M-V def2-TZVPD def2/J DEFGRID3
* xyz 0 1
C 0.38776 -0.19368 -1.65849
N 0.45617 0.25053 -0.26731
N 0.56268 1.68311 -0.20333
C -0.59106 -0.31405 0.62026
O -1.31016 0.68545 1.34036
C -0.09421 -1.42769 1.45216
O -1.29333 -1.43269 0.26714
H -0.46681 0.24603 -2.18266
H 1.31151 0.07119 -2.18307
H 0.31079 -1.28161 -1.70430
H 0.55075 1.97438 0.77535
H 1.48323 1.96278 -0.54757
H -1.68071 1.28002 0.66839
H -0.37913 -1.48934 2.49491
H 0.75253 -2.01444 1.12818
*
```

Entry 5:
DFT (ωB97M-V/def2-TZVPD) results for a 2-piece molecular cluster, C3H8N2O2 overall at a distorted geometry.

As for the HOMO-LUMO gap: 9.63 eV. As for the SMILES: N/N=C/O.CC=O. Its lowest unoccupied orbital energy is 0.9631 eV. For the energy relative to the best compared isomer or geometry (same formula, charge and spin), the calculation gives 277.92 kJ/mol. For the energy, the calculation gives -10314.07183 eV.

Structure (ORCA input):
```
! RIJCOSX wB97M-V def2-TZVPD def2/J DEFGRID3
* xyz 0 1
N 1.91883 -0.73672 -0.62698
N 1.58406 0.45232 -0.06038
C 0.91786 0.44746 1.03716
O 0.72293 1.59986 1.70132
H 1.86419 -1.55665 -0.01945
H 2.79584 -0.66294 -1.12606
H 0.69213 -0.48485 1.58102
H -0.13759 1.56980 2.14561
C -1.49742 -0.62602 -1.02154
C -1.43550 0.58396 -0.14739
O -1.89053 0.67103 0.97165
H -2.09189 -0.41253 -1.90694
H -0.48384 -0.85247 -1.35786
H -1.90107 -1.47944 -0.48172
H -1.05802 1.48719 -0.68845
*
```

Entry 6:
DFT (ωB97M-V/def2-TZVPD) results for a 2-piece molecular cluster, C3H8N2O2 overall.

As for the HOMO-LUMO gap: 10.23 eV. As for the SMILES: [H]/N=C/N.CC(=O)O. Its lowest unoccupied orbital energy is 0.7590 eV. For the energy relative to the best compared isomer or geometry (same formula, charge and spin), the calculation gives 63.73 kJ/mol. For the energy, the calculation gives -10316.29181 eV.

Structure (ORCA input):
```
! RIJCOSX wB97M-V def2-TZVPD def2/J DEFGRID3
* xyz 0 1
H 0.60326 -3.28679 -0.93380
N 0.11747 -2.48180 -1.31854
C 0.95094 -1.53561 -1.46586
N 0.56023 -0.27181 -1.82407
H 2.03117 -1.63171 -1.35074
H 1.03686 0.50675 -1.39654
H -0.43455 -0.09446 -1.79856
C -0.41133 2.01686 1.47337
C -0.47424 0.53554 1.24091
O 0.28658 -0.28006 1.68560
O -1.57021 0.18356 0.53170
H -1.08876 2.56475 0.82966
H 0.61272 2.36374 1.34200
H -0.65583 2.19778 2.51884
H -1.56431 -0.78676 0.46602
*
```

Entry 7:
DFT (ωB97M-V/def2-TZVPD) results for an isolated ion of composition C3H8N2O2 and charge +1 at a distorted geometry.

As for the expectation value of S²: 0.754. As for the HOMO-LUMO gap (alpha / beta): 11.66 / 6.49 eV. Its lowest unoccupied orbital energy (alpha / beta) is -3.2765 / -8.4250 eV. For the energy relative to the best compared isomer or geometry (same formula, charge and spin), the calculation gives 85.69 kJ/mol. For the energy, the calculation gives -10307.18492 eV.

Structure (ORCA input):
```
! RIJCOSX wB97M-V def2-TZVPD def2/J DEFGRID3
* xyz 1 2
O 1.86173 -0.01407 1.02593
C 1.54447 -0.10221 -0.13423
N 2.41465 -0.23385 -1.17014
C 0.08128 -0.21888 -0.54295
N -0.71419 -0.03339 0.63630
C -2.13684 -0.13932 0.65773
O -2.71331 0.70688 -0.30135
H 3.37462 -0.29956 -0.86889
H 2.20139 -0.78602 -1.98851
H -0.21332 0.59281 -1.22121
H -0.05214 -1.19073 -1.03758
H -0.22209 -0.43155 1.45377
H -2.34998 -1.19087 0.43078
H -2.57199 0.13997 1.61853
H -2.41993 1.58974 -0.09136
*
```

Entry 8:
DFT (ωB97M-V/def2-TZVPD) results for C3H8N2O3S as an isolated structure at a distorted geometry.

As for the HOMO-LUMO gap: 9.36 eV. Its lowest unoccupied orbital energy is 0.6866 eV. For the energy relative to the best compared isomer or geometry (same formula, charge and spin), the calculation gives 281.04 kJ/mol. For the energy, the calculation gives -23196.18863 eV.

Structure (ORCA input):
```
! RIJCOSX wB97M-V def2-TZVPD def2/J DEFGRID3
* xyz 0 1
C -0.51649 0.09440 -0.46328
C -0.01116 -0.17906 1.98822
C 0.53467 1.83180 0.47634
N -0.03652 0.53202 0.63975
N -0.44413 0.79639 -1.50490
O -0.40379 -2.35257 -2.35383
O -1.24155 -1.12842 -0.31293
O 1.06984 -1.48284 -0.71774
S -0.11809 -2.28748 -0.76556
H 1.09896 -0.22032 2.14935
H -0.56057 0.50452 2.72177
H -0.57531 -1.15452 1.79125
H 0.80635 2.26833 1.48764
H 1.27753 1.98927 -0.26764
H -0.37887 2.38556 -0.01346
H -0.87576 0.23133 -2.28773
H 0.37491 -1.82844 -2.56725
*
```